{"formula": "C6H11N2O", "method": "the ωB97M-V functional and the def2-TZVPD basis", "de_lowest_kcal_mol": 23.86, "energy_ha": -419.7189, "fmax_ev_per_a": 4.1, "homo_ev": -12.7, "homo_lumo_gap_ev": 9.796, "smiles": "Cc1oc(=[NH2+])n(C)c1C", "charge": 1, "elements": ["C", "C", "O", "C", "N", "N", "C", "C", "C", "H", "H", "H", "H", "H", "H", "H", "H", "H", "H", "H"], "positions_angstrom": [[1.125, 2.501, 0.522], [0.356, 1.239, 0.537], [-0.502, 0.797, 1.498], [-1.010, -0.340, 1.143], [-2.008, -1.026, 1.756], [-0.557, -0.720, -0.100], [-0.841, -2.033, -0.700], [0.446, 0.275, -0.465], [1.345, 0.125, -1.592], [0.601, 3.384, 0.818], [1.992, 2.383, 1.133], [1.491, 2.542, -0.464], [-2.520, -1.626, 1.159], [-2.217, -0.853, 2.703], [-1.919, -2.414, -0.534], [-0.649, -1.960, -1.750], [-0.142, -2.738, -0.199], [1.062, -0.253, -2.593], [1.783, 1.184, -1.764], [2.166, -0.465, -1.110]], "lowdin_charge": [0.031, -0.196, 0.201, -0.302, 0.248, 0.017, 0.025, -0.173, -0.009, 0.099, 0.097, 0.061, 0.098, 0.126, 0.124, 0.086, 0.122, 0.105, 0.117, 0.123]}

=====

{"formula": "C6H11N2O", "method": "the ωB97M-V functional and the def2-TZVPD basis", "de_lowest_kcal_mol": 12.78, "energy_ha": -419.7365, "fmax_ev_per_a": 2.5, "homo_ev": -13.8, "homo_lumo_gap_ev": 10.748, "smiles": "OCCCn1cc[nH+]c1", "charge": 1, "elements": ["O", "C", "C", "C", "N", "C", "C", "N", "C", "H", "H", "H", "H", "H", "H", "H", "H", "H", "H", "H"], "positions_angstrom": [[-2.828, 0.263, 1.073], [-2.727, 0.434, -0.334], [-1.352, -0.110, -0.780], [-0.221, 0.820, -0.345], [1.011, 0.053, -0.022], [1.899, 0.497, 0.929], [2.860, -0.437, 0.974], [2.545, -1.395, 0.068], [1.407, -1.074, -0.555], [-2.623, 1.081, 1.533], [-2.873, 1.468, -0.643], [-3.461, -0.241, -0.764], [-1.285, -1.093, -0.317], [-1.354, -0.252, -1.862], [-0.505, 1.360, 0.552], [0.018, 1.550, -1.115], [1.843, 1.397, 1.506], [3.744, -0.481, 1.581], [3.035, -2.249, -0.153], [0.868, -1.591, -1.325]], "lowdin_charge": [-0.053, -0.238, -0.163, -0.083, -0.037, 0.010, -0.028, 0.124, -0.021, 0.087, 0.128, 0.124, 0.118, 0.122, 0.125, 0.143, 0.146, 0.142, 0.185, 0.170]}